No. 1
Below is a molecular structure, C33H25ClLuNO11PS at a distorted geometry, with properties calculated with the ωB97M-V functional and the def2-TZVPD basis.

Values from the calculation:
Frontier orbital gap   0.29569 Eh
HOMO energy   -5.87 eV
Net charge   -1
Relative energy (zero: lowest compared OMol25 entry of this formula, charge and spin)   25.7 kcal/mol
Energy   -4590.29100 a.u.

Element x y z (Å)
Lu (0.379, -0.788, 0.069)
O (1.736, -3.355, -3.290)
C (1.201, -2.504, -2.592)
O (1.050, -2.497, -1.322)
C (0.582, -1.298, -3.267)
C (0.534, -1.153, -4.640)
C (-0.139, -0.060, -5.165)
C (-0.769, 0.824, -4.302)
C (-0.679, 0.589, -2.942)
N (0.002, -0.436, -2.437)
C (-1.462, 1.383, -1.924)
O (-2.161, 2.325, -2.295)
O (-1.350, 0.911, -0.748)
H (1.019, -1.898, -5.255)
H (-0.191, 0.090, -6.238)
H (-1.343, 1.677, -4.636)
O (2.340, 3.000, -0.507)
C (1.568, 2.404, 0.219)
O (1.270, 1.144, 0.154)
C (0.860, 3.127, 1.382)
P (-0.702, 2.220, 1.802)
C (-1.463, 3.512, 2.891)
C (-2.599, 4.144, 2.380)
C (-3.189, 5.211, 3.054)
C (-2.651, 5.653, 4.254)
C (-1.525, 5.028, 4.779)
C (-0.936, 3.970, 4.101)
C (-0.148, 1.018, 3.097)
C (1.274, 0.510, 3.236)
C (1.657, -0.093, 4.520)
C (0.731, -0.390, 5.435)
C (-0.653, 0.037, 5.281)
C (-1.049, 0.777, 4.240)
H (0.615, 4.147, 1.099)
H (1.534, 3.163, 2.240)
H (-3.008, 3.798, 1.435)
H (-4.065, 5.695, 2.639)
H (-3.106, 6.484, 4.782)
H (-1.102, 5.373, 5.715)
H (-0.055, 3.493, 4.519)
H (2.059, 0.951, 2.637)
H (2.709, -0.285, 4.694)
H (1.020, -0.879, 6.359)
H (-1.348, -0.167, 6.089)
H (-2.038, 1.220, 4.209)
O (0.557, -2.649, 1.329)
Cl (2.061, -2.584, 1.409)
O (2.434, -2.472, 2.810)
O (2.414, -1.264, 0.750)
O (0.327, -0.231, 2.462)
O (-1.697, -1.390, 0.508)
S (-2.956, -0.531, 0.464)
C (-4.175, -1.674, 1.155)
C (-5.198, -1.145, 1.924)
C (-6.141, -1.996, 2.490)
C (-6.041, -3.365, 2.291)
C (-4.997, -3.888, 1.531)
C (-4.057, -3.044, 0.963)
C (-3.593, -0.691, -1.205)
C (-3.017, -1.614, -2.063)
C (-3.477, -1.692, -3.369)
C (-4.491, -0.846, -3.802)
C (-5.054, 0.075, -2.929)
C (-4.601, 0.161, -1.620)
H (-5.255, -0.071, 2.082)
H (-6.943, -1.591, 3.095)
H (-6.769, -4.031, 2.739)
H (-4.914, -4.958, 1.387)
H (-3.224, -3.438, 0.393)
H (-2.206, -2.243, -1.716)
H (-3.025, -2.399, -4.053)
H (-4.830, -0.893, -4.830)
H (-5.827, 0.751, -3.273)
H (-5.012, 0.897, -0.936)

These are the Mulliken partial charges, in e, on atoms 1 to 4:
1. Lu 2.460
2. O -0.789
3. C -0.091
4. O -0.612

No. 2
Below is a molecular structure, C33H25F5N4O7PbS4SeTe at a distorted geometry, with properties calculated with the ωB97M-V functional and the def2-TZVPD basis.

Values from the calculation:
Frontier orbital gap   0.24716 Eh
HOMO energy   -8.41 eV
Relative energy (zero: lowest compared OMol25 entry of this formula, charge and spin)   21.4 kcal/mol
Energy   -6972.58878 a.u.

Element x y z (Å)
Pb (-1.120, -0.358, 0.814)
Se (3.326, 3.714, 6.261)
N (2.777, 4.071, 4.630)
C (2.059, 3.055, 4.200)
C (1.455, 2.979, 2.895)
C (1.502, 4.034, 1.978)
C (0.905, 3.875, 0.747)
C (0.295, 2.658, 0.452)
N (0.240, 1.658, 1.312)
C (0.777, 1.800, 2.533)
C (0.597, 0.723, 3.496)
N (-0.142, -0.336, 3.129)
C (-0.426, -1.274, 4.016)
C (0.063, -1.257, 5.319)
C (0.866, -0.209, 5.705)
C (1.138, 0.813, 4.790)
C (1.919, 1.974, 5.132)
N (2.532, 2.147, 6.283)
H (1.997, 4.951, 2.263)
H (0.900, 4.675, 0.023)
H (-0.185, 2.482, -0.500)
H (-1.083, -2.067, 3.684)
H (-0.215, -2.040, 6.007)
H (1.280, -0.141, 6.700)
O (-7.118, 1.406, -1.005)
C (-5.953, 1.137, -0.974)
C (-5.260, -0.056, -1.642)
O (-5.788, -0.887, -2.346)
C (-3.880, 0.085, -1.269)
C (-3.580, 1.189, -0.485)
O (-2.445, 1.520, -0.034)
C (-4.856, 1.956, -0.279)
O (-5.003, 3.004, 0.286)
O (-2.876, -0.805, -1.686)
C (0.364, -4.542, 1.970)
C (-0.622, -4.849, 0.854)
S (-1.440, -3.386, 0.095)
C (-0.627, -3.316, -1.538)
C (0.836, -2.919, -1.554)
S (1.213, -1.249, -0.873)
C (2.582, -1.657, 0.275)
C (2.203, -2.365, 1.567)
S (2.069, -4.188, 1.417)
H (0.464, -5.417, 2.613)
H (0.026, -3.706, 2.577)
H (-1.443, -5.441, 1.263)
H (-0.148, -5.419, 0.056)
H (-1.240, -2.623, -2.113)
H (-0.724, -4.309, -1.978)
H (1.186, -2.903, -2.587)
H (1.433, -3.623, -0.980)
H (3.016, -0.683, 0.508)
H (3.312, -2.238, -0.286)
H (1.261, -1.994, 1.960)
H (2.986, -2.181, 2.306)
C (5.379, 1.879, -7.445)
C (4.170, 1.520, -6.635)
O (4.049, 0.541, -5.954)
S (2.889, 2.762, -6.771)
C (1.647, 2.069, -5.699)
C (1.244, 2.776, -4.575)
C (0.304, 2.230, -3.721)
C (-0.226, 0.965, -3.982)
C (0.165, 0.281, -5.135)
C (1.092, 0.832, -5.996)
C (-1.166, 0.372, -3.101)
C (-1.961, -0.231, -2.429)
H (5.856, 0.968, -7.801)
H (6.084, 2.409, -6.802)
H (5.118, 2.529, -8.276)
H (1.667, 3.749, -4.374)
H (-0.025, 2.786, -2.854)
H (-0.275, -0.681, -5.349)
H (1.381, 0.301, -6.892)
F (-5.547, -1.440, 2.614)
Te (-4.053, -0.745, 3.540)
F (-3.404, -2.535, 3.899)
F (-2.815, -0.147, 4.899)
F (-5.125, -1.118, 5.064)
F (-4.826, 0.971, 3.658)
O (-3.027, -0.510, 2.132)

These are the Mulliken partial charges, in e, on atoms 1 to 4:
1. Pb 1.093
2. Se 0.302
3. N -0.868
4. C 0.691

No. 3
Below is a molecular structure, C33H25N6PRhS4, with properties calculated with the ωB97M-V functional and the def2-TZVPD basis.

Values from the calculation:
Frontier orbital gap (spin up / spin down)   0.27392 / 0.20973 Eh
Spin multiplicity   5
HOMO energy (spin up / spin down)   -10.09 / -11.09 eV
Net charge   +1
Relative energy (zero: lowest compared OMol25 entry of this formula, charge and spin)   2.5 kcal/mol
Energy   -3645.56652 a.u.

Element x y z (Å)
Rh (0.352, 0.527, 0.169)
N (-1.944, -0.882, 1.990)
P (-1.430, -1.117, 0.386)
C (-2.885, -0.749, -0.638)
C (-2.697, -0.666, -2.017)
C (-3.762, -0.370, -2.852)
C (-5.026, -0.155, -2.314)
C (-5.221, -0.243, -0.943)
C (-4.153, -0.539, -0.106)
C (-1.279, -2.909, 0.309)
C (-2.397, -3.734, 0.443)
C (-2.249, -5.109, 0.410)
C (-0.988, -5.667, 0.228)
C (0.124, -4.853, 0.085)
C (-0.021, -3.473, 0.127)
C (-1.623, 0.252, 2.718)
C (-2.083, 0.413, 4.029)
C (-1.724, 1.546, 4.720)
C (-0.923, 2.506, 4.101)
C (-0.523, 2.272, 2.809)
N (-0.867, 1.172, 2.118)
H (-2.445, -1.607, 2.481)
H (-1.710, -0.830, -2.439)
H (-3.609, -0.308, -3.922)
H (-5.858, 0.078, -2.964)
H (-6.206, -0.081, -0.524)
H (-4.309, -0.584, 0.965)
H (-3.387, -3.302, 0.549)
H (-3.115, -5.748, 0.513)
H (-0.877, -6.743, 0.194)
H (1.103, -5.290, -0.057)
H (0.845, -2.830, 0.032)
H (-2.703, -0.350, 4.481)
H (-2.065, 1.690, 5.736)
H (-0.618, 3.406, 4.613)
H (0.106, 2.977, 2.280)
C (-2.825, 2.838, -0.171)
C (-1.961, 2.615, -1.362)
N (-0.879, 1.879, -1.394)
C (-0.339, 1.829, -2.666)
C (-1.028, 2.534, -3.599)
S (-2.381, 3.281, -2.882)
C (0.864, 1.030, -2.909)
C (1.596, 0.998, -4.050)
S (2.884, -0.108, -3.887)
C (2.391, -0.469, -2.288)
N (1.327, 0.194, -1.914)
C (3.160, -1.421, -1.436)
H (-2.292, 2.547, 0.730)
H (-3.726, 2.228, -0.254)
H (-3.126, 3.882, -0.093)
H (-0.814, 2.639, -4.649)
H (1.439, 1.548, -4.963)
H (3.393, -2.336, -1.979)
H (2.598, -1.656, -0.537)
H (4.104, -0.965, -1.127)
S (2.001, -0.166, 1.772)
C (3.436, 0.668, 1.301)
C (4.667, 0.128, 1.714)
C (5.863, 0.723, 1.384)
C (7.090, 0.113, 1.809)
N (8.059, -0.394, 2.159)
C (5.881, 1.923, 0.623)
C (4.695, 2.483, 0.234)
C (3.448, 1.884, 0.550)
S (2.036, 2.648, -0.004)
C (7.124, 2.544, 0.260)
N (8.114, 3.039, -0.045)
H (4.671, -0.781, 2.301)
H (4.693, 3.402, -0.336)

These are the Mulliken partial charges, in e, on atoms 1 to 4:
1. Rh 0.345
2. N 0.107
3. P 1.170
4. C 0.521